{"formula": "C42H64BN17O3", "method": "ωB97M-V with the def2-TZVPD basis set", "lumo_energy_ev": 0.28, "multiplicity": 1, "homo_energy_ev": -7.882, "total_charge": 0, "total_energy_ev": -76734.2786, "elements": ["C", "C", "N", "N", "C", "C", "C", "C", "C", "C", "C", "C", "C", "O", "O", "B", "C", "O", "H", "H", "H", "H", "H", "H", "H", "H", "H", "H", "H", "H", "H", "H", "H", "H", "H", "H", "H", "C", "C", "N", "H", "H", "H", "C", "C", "N", "H", "H", "H", "C", "C", "N", "H", "H", "H", "C", "C", "N", "H", "H", "H", "C", "C", "N", "H", "H", "H", "C", "C", "N", "H", "H", "H", "C", "C", "N", "H", "H", "H", "C", "C", "N", "H", "H", "H", "C", "C", "N", "H", "H", "H", "C", "C", "N", "H", "H", "H", "C", "C", "N", "H", "H", "H", "C", "C", "N", "H", "H", "H", "C", "C", "N", "H", "H", "H", "C", "C", "N", "H", "H", "H", "C", "C", "N", "H", "H", "H"], "xyz": [[-0.035644, 1.172387, -3.555652], [-0.510896, 2.502659, -2.781369], [0.560337, 3.521510, -2.691801], [1.765529, 2.993977, -2.220233], [1.775654, 2.744423, -0.752795], [2.578423, 1.374507, -0.508195], [3.238806, 0.642437, -1.658661], [4.001484, -0.660809, -1.492596], [4.108533, -1.302958, -0.120722], [4.884310, -2.675664, -0.021194], [3.477503, -0.591308, 1.053597], [2.706930, 0.741570, 0.871749], [2.917076, 3.739528, -2.661459], [3.922553, 3.933037, -1.991205], [2.866565, 4.236254, -4.005148], [3.165233, 3.175946, -4.932013], [2.285536, 2.897610, -6.275731], [4.293688, 2.293922, -4.725834], [-0.887464, 0.853487, -4.232915], [0.130578, 0.306237, -2.828598], [0.916226, 1.362018, -4.155068], [-0.927452, 2.183864, -1.773577], [-1.378009, 2.958812, -3.357967], [0.265557, 4.366780, -2.190092], [0.747287, 2.563228, -0.306995], [2.258849, 3.591723, -0.162857], [3.204308, 1.040598, -2.722263], [4.473938, -1.128751, -2.409697], [4.245232, -3.446774, -0.581393], [5.866892, -2.638573, -0.603562], [5.005859, -3.068678, 1.029488], [3.589603, -1.085427, 2.073347], [2.264425, 1.213119, 1.804272], [2.441946, 3.814356, -6.946233], [2.643261, 1.961115, -6.819787], [1.180109, 2.759467, -6.061960], [3.913959, 1.392556, -4.801856], [0.657401, -2.642437, 2.773030], [0.014222, -1.597718, 1.909331], [-0.481118, -0.784641, 1.235230], [1.547678, -3.001764, 2.294440], [0.904686, -2.220118, 3.735107], [-0.032844, -3.476806, 2.916761], [1.668944, -3.974328, -3.177197], [1.456054, -4.325001, -1.744909], [1.288410, -4.595592, -0.633223], [0.717219, -3.708474, -3.638938], [2.351127, -3.126344, -3.252984], [2.097336, -4.825421, -3.707721], [-4.688752, 3.970411, -3.223699], [-3.460120, 4.375058, -2.476759], [-2.507092, 4.686136, -1.895101], [-4.432267, 3.246084, -3.997601], [-5.408100, 3.520061, -2.539762], [-5.142455, 4.844799, -3.690697], [7.526171, 1.596109, -2.773497], [7.021137, 0.252565, -3.171262], [6.623039, -0.789678, -3.477290], [6.690205, 2.233409, -2.479946], [8.213764, 1.499417, -1.932660], [8.049543, 2.058045, -3.611100], [-2.409671, 1.527941, 2.387520], [-3.865272, 1.704367, 2.651668], [-4.995213, 1.843955, 2.857673], [-2.131541, 2.058039, 1.476098], [-1.830903, 1.926294, 3.221704], [-2.177970, 0.469991, 2.267418], [-8.230200, 2.316256, 2.072808], [-9.180441, 2.792211, 1.028262], [-9.929231, 3.159869, 0.209113], [-8.329805, 1.238542, 2.202740], [-7.206735, 2.544944, 1.773865], [-8.441669, 2.809307, 3.019791], [-8.183193, 6.109466, 0.484454], [-7.469704, 6.219608, -0.819653], [-6.913972, 6.303441, -1.830955], [-7.998672, 5.131263, 0.925015], [-7.826617, 6.881044, 1.166806], [-9.255828, 6.235057, 0.334330], [6.928835, -6.525413, 0.165270], [6.643065, -5.592120, 1.290772], [6.421293, -4.867698, 2.164448], [7.493576, -7.381029, 0.537078], [5.993849, -6.877481, -0.271532], [7.510033, -6.013259, -0.602494], [10.570080, -8.302811, 2.505945], [9.145371, -8.739355, 2.543620], [8.031821, -9.088676, 2.581395], [10.627331, -7.216944, 2.589464], [11.117587, -8.753257, 3.334330], [11.027958, -8.612536, 1.566020], [-1.690966, -0.799885, -7.161431], [-1.914428, -1.129219, -5.725434], [-2.088637, -1.384542, -4.610431], [-2.636841, -0.527319, -7.630622], [-0.996936, 0.037328, -7.245769], [-1.272252, -1.663478, -7.678952], [-5.239747, -0.856092, -3.438354], [-5.771601, 0.343356, -4.149676], [-6.184205, 1.274189, -4.702311], [-5.037091, -1.652420, -4.154558], [-4.314815, -0.600123, -2.920895], [-5.969697, -1.209707, -2.709327], [-9.589449, 8.117166, 4.143268], [-8.869094, 6.834108, 3.905886], [-8.310364, 5.838237, 3.721799], [-9.115454, 8.662781, 4.959704], [-9.561847, 8.730185, 3.241745], [-10.628479, 7.915726, 4.405344], [4.113407, -4.026123, 5.608979], [3.162743, -3.545481, 4.567514], [2.420097, -3.170095, 3.752598], [4.015657, -5.106134, 5.729062], [5.136567, -3.791618, 5.312218], [3.898633, -3.541752, 6.559377], [-10.441080, -0.344826, 5.075929], [-9.759790, 0.976407, 4.969550], [-9.231249, 2.001827, 4.886634], [-10.218426, -0.948771, 4.195668], [-10.093444, -0.870388, 5.965769], [-11.519648, -0.201006, 5.145600], [5.890359, -5.715954, 8.725154], [5.201352, -4.395735, 8.663630], [4.666524, -3.370913, 8.615510], [6.407633, -5.908517, 7.784467], [6.617060, -5.716987, 9.537998], [5.160430, -6.507195, 8.898805]], "atomic_forces_ev_per_a": [[-0.2930, 0.2336, 0.4126], [-0.4415, -0.9062, -0.5943], [-1.1071, -0.4437, -0.9459], [0.8891, 2.1077, 0.8209], [1.2885, -1.8750, 1.2626], [1.6057, -2.5515, 0.8777], [0.5611, -1.5306, 1.9699], [-1.8427, 1.7795, 2.6175], [-0.9504, 2.4033, -0.6460], [-0.9538, 0.0397, -0.7234], [-0.2601, 1.1915, -2.7826], [1.6371, -1.8178, -2.3460], [1.6042, 0.5233, 0.3612], [-2.2966, -0.5877, -1.0818], [-0.0129, -2.7747, 0.4128], [0.3242, -0.4781, -0.1795], [0.0359, 0.2612, -0.0063], [-2.2961, 0.7442, 0.6215], [1.2075, 0.3895, 0.7054], [-0.0171, 1.2628, -0.9836], [-1.3236, -0.2731, 0.7517], [0.4735, 0.4270, -0.9755], [1.3078, -0.4420, 0.8160], [0.0477, -0.5612, -0.0480], [1.0176, 0.4061, -1.1264], [-0.4829, -1.0267, -0.9023], [-0.0905, -0.3991, 1.7950], [-0.6214, 0.6081, 1.4141], [0.8014, 0.9305, 0.8231], [-1.1881, 0.1278, 1.0569], [0.0327, 0.6944, -1.1828], [-0.3187, 0.9156, -1.4347], [0.5438, -0.5811, -1.4656], [-0.4319, -1.3109, 0.6984], [-0.3226, 1.3368, 0.6147], [1.2607, 0.4798, -0.2351], [0.7516, 0.5388, -0.3526], [-3.6038, 1.8517, -2.5747], [-1.0871, 0.5611, -0.7106], [0.9378, -1.3055, 1.1413], [-0.9789, 0.4348, -1.0207], [-0.7941, 0.5469, -0.4491], [-0.0278, 0.0624, -0.0746], [-0.0989, -0.1503, 0.6959], [-0.0375, 0.0115, 0.1647], [0.1970, 0.2303, -1.0577], [0.0429, -0.0043, 0.1038], [-0.0573, -0.0433, 0.0912], [-0.0331, 0.0370, 0.0919], [0.7508, 0.2354, 0.3440], [0.1325, 0.2064, 0.2467], [-1.1327, -0.3214, -0.6597], [0.0131, 0.0314, 0.1011], [0.0731, 0.0790, -0.0390], [0.0330, -0.0282, 0.1458], [-0.2912, -0.6200, -0.1604], [-0.0811, -0.1176, -0.0507], [0.4731, 1.0158, 0.2246], [-0.0245, -0.1088, -0.0597], [-0.0698, -0.0674, -0.0652], [-0.0741, -0.0857, 0.0268], [-0.8087, 0.0729, 0.2001], [-0.1460, 0.1057, 0.0466], [1.1044, -0.1825, -0.2352], [-0.0681, -0.0697, 0.0476], [-0.1026, -0.0051, -0.0351], [-0.0178, 0.1281, -0.0607], [-0.3735, 0.4477, -0.7638], [-1.0119, 0.3030, -0.9987], [1.5425, -0.7174, 1.6932], [0.0028, 0.0970, -0.0489], [-0.0785, -0.0654, 0.0196], [0.0382, 0.0121, -0.1714], [0.4175, 0.1763, -0.7068], [0.0485, -0.0050, -0.1808], [-0.5125, -0.1028, 0.9949], [-0.0121, 0.1447, -0.0395], [0.0664, -0.0904, -0.0984], [0.0898, -0.1064, -0.0615], [-0.1149, 0.4742, 0.5482], [-0.0413, 0.0809, 0.1389], [0.2636, -0.7602, -0.7711], [-0.0997, 0.0620, 0.0287], [0.0446, 0.0609, 0.0861], [-0.0666, 0.0266, 0.0868], [-0.7140, -0.1940, 0.0051], [-1.3215, -0.4629, 0.1042], [2.2888, 0.7597, -0.1320], [-0.0603, -0.0858, 0.0009], [-0.0947, 0.0105, -0.0554], [-0.0792, -0.0013, 0.0670], [-0.1015, -0.1449, 0.7161], [-0.0691, -0.1021, 0.1466], [0.1198, 0.1796, -1.1765], [0.0527, -0.0220, 0.0937], [-0.0514, -0.0553, 0.0728], [-0.0348, 0.0437, 0.0914], [-0.3191, 0.6336, -0.3091], [-0.1094, 0.1874, -0.1246], [0.5196, -1.0527, 0.6029], [0.0246, 0.1185, 0.0356], [-0.0456, -0.0137, -0.1107], [-0.0009, 0.0992, -0.0821], [0.3608, -0.6516, -0.1082], [0.0749, -0.1757, 0.0235], [-0.5757, 1.0108, 0.1543], [-0.0032, -0.0836, -0.0678], [0.0207, -0.0805, 0.0507], [0.0966, -0.0369, -0.0310], [-0.6111, 0.3222, -0.6026], [-0.1116, -0.0046, -0.2597], [6.4294, -2.5366, 4.4162], [-0.0528, 0.0692, -0.0888], [-0.1111, 0.0104, -0.0833], [-0.0515, 0.0081, -0.2024], [0.3502, 0.6633, -0.0600], [0.0665, 0.1709, 0.0470], [-0.6928, -1.1397, 0.3763], [0.0067, 0.0847, 0.0551], [0.0071, 0.0844, -0.0669], [0.0981, 0.0414, -0.0148], [-0.3528, 0.6589, -0.0449], [-0.0371, 0.2005, 0.1688], [0.6270, -1.1105, 0.2092], [-0.0531, 0.0598, 0.0574], [-0.0755, 0.0546, -0.0585], [0.0219, 0.1025, -0.0100]]}

***

{"formula": "C19H19NO6S", "method": "ωB97M-V with the def2-TZVPD basis set", "lumo_energy_ev": -0.25, "multiplicity": 1, "e_above_lowest_ev": 15.813, "homo_energy_ev": -7.798, "total_charge": 0, "total_energy_ev": -44606.6029, "elements": ["C", "C", "H", "H", "O", "C", "O", "C", "C", "N", "C", "O", "C", "O", "C", "C", "C", "C", "C", "C", "O", "C", "H", "H", "H", "H", "H", "H", "H", "H", "S", "C", "C", "C", "H", "H", "H", "C", "O", "C", "H", "H", "H", "H", "H", "H"], "xyz": [[2.043661, -4.136130, -3.685547], [2.474425, -4.107000, -2.325994], [2.913865, -5.055681, -2.048030], [3.223408, -3.243288, -2.244463], [1.192297, -3.642781, -1.402284], [1.075331, -2.297828, -1.194090], [1.712675, -1.394860, -1.685935], [-0.072179, -2.033109, -0.480115], [-0.468683, -0.695288, -0.251798], [0.084052, 0.294348, -0.758985], [-0.164802, 1.665887, -0.616086], [-1.236582, 1.916733, 0.140178], [0.239761, 2.667452, -1.195668], [-0.127290, 3.904203, -1.170553], [-0.229785, 4.506841, 0.043362], [-0.954080, 5.545082, 0.577704], [-1.055185, 6.016836, 1.850370], [-0.028819, 5.659203, 2.742450], [0.883452, 4.556285, 2.178875], [0.941229, 4.085455, 1.107319], [1.689514, 3.149457, 0.701629], [2.034296, 2.922377, -0.552096], [2.507360, 3.639782, -1.169622], [2.584063, 1.936056, -0.611974], [1.546024, 4.339140, 2.729931], [-0.010981, 5.999418, 3.590858], [-1.804332, 6.831895, 2.081921], [-1.646506, 5.784154, -0.422679], [0.566011, 2.516946, -2.185917], [0.913470, 0.059205, -1.344963], [-1.671401, -0.622130, 0.813642], [-1.837089, -2.325696, 1.072784], [-0.725253, -3.029438, 0.366621], [-0.647373, -4.456231, 0.436098], [-0.701678, -4.820977, -0.599378], [0.649232, -4.718468, 0.559962], [-1.357415, -4.972051, 0.887827], [-2.512025, -2.998165, 2.226158], [-2.752089, -4.142663, 2.230591], [-3.460981, -1.868092, 2.736915], [-2.983755, -1.386802, 3.481780], [-4.088726, -2.405525, 3.530424], [-4.193492, -1.326315, 2.065734], [1.536822, -3.080567, -3.963809], [2.797682, -4.276499, -4.458587], [1.121872, -4.961171, -3.784562]], "atomic_forces_ev_per_a": [[-5.5165, 0.5948, -3.1101], [0.4346, 3.3455, 2.4076], [-0.4583, -0.0252, 1.0713], [-0.9623, -1.3687, 0.5206], [3.7862, -0.5118, -1.8622], [-0.1779, -1.8109, -1.6885], [2.3691, -0.0235, -1.1826], [-1.5162, -1.4583, 2.9229], [-1.5813, -6.1629, 1.9994], [5.7277, 7.8156, -4.9653], [-12.3761, -10.6773, 10.3378], [3.5621, -1.0379, -1.5842], [11.5376, 7.0936, -7.6861], [-3.8560, 5.1205, 0.5703], [4.3800, -0.0996, 5.9285], [-2.7990, -2.1342, -8.6144], [1.5173, 1.9123, 3.0918], [-1.4059, -5.6437, -12.3821], [-8.9414, 11.2549, 9.0229], [-7.1803, -1.3816, -16.2214], [4.7356, -3.3170, 1.7742], [-1.9903, -4.0415, -1.5430], [0.0112, 1.3128, -0.3992], [-0.5695, 1.1378, 0.1383], [8.9791, -3.1437, 8.0788], [0.7304, 3.2331, 9.1243], [0.9509, -1.1851, -0.1970], [0.8308, 0.4016, 3.1837], [0.2229, -0.6979, -1.6429], [-0.5976, -0.2090, 0.4017], [-3.4997, 0.6107, 2.8132], [5.3260, -2.8349, -0.9358], [-4.1969, 4.9041, 0.5114], [7.7269, -0.1127, -3.9049], [0.0444, 0.1099, -0.0763], [-4.0601, 0.2565, 0.3820], [-2.4600, -1.9243, 3.0320], [-2.6697, 6.4975, -4.5810], [-0.1080, -3.8088, 1.7719], [-3.2078, -4.0044, 1.9165], [2.0565, 3.1835, 1.6542], [-0.1439, 0.2023, -1.3652], [1.5916, -0.6378, 0.4925], [1.0694, -2.3659, 0.5882], [0.1627, -0.4111, 0.3352], [2.5216, 2.0426, -0.1289]]}

***

Number 1: frontier orbital gap 8.16 eV. Number 2: frontier orbital gap 7.55 eV.